Computed, not measured: 15 unconnected molecules or ions with the total composition C72H146F4N15O16S4 at a distorted geometry, with ωB97M-V/def2-TZVPD.

Positions of all 257 atoms, in Å:
S -10.67 5.64 -18.07
S -10.13 4.41 -16.24
S -8.47 2.74 -27.24
S -7.89 4.72 -25.90
F -8.58 5.91 -25.06
F -9.84 1.94 -27.46
F -10.17 5.95 -19.55
F -9.07 3.22 -15.95
O -10.47 6.94 -17.44
O -14.75 -1.03 -23.71
O -16.62 -0.18 -24.61
O -8.59 -4.55 -29.42
O -0.85 1.44 -15.93
O -6.52 -4.51 -20.20
O -7.14 5.37 -27.02
O -7.61 1.78 -26.60
O -4.62 -4.24 -21.30
O -8.84 -6.70 -29.47
O -9.60 5.32 -15.23
O -12.09 5.36 -18.29
O -0.85 -0.75 -15.77
O -8.16 3.11 -28.64
O -11.43 3.76 -16.03
O -7.12 4.10 -24.80
N -1.96 4.31 -27.83
N -12.21 -0.61 -18.19
N -14.36 -10.15 -21.00
N 3.60 -0.23 -22.96
N -14.16 -8.51 -28.36
N -9.69 4.64 -17.85
N -13.55 8.33 -21.94
N 1.87 -0.34 -21.47
N -4.62 6.13 -17.42
N -4.75 -7.62 -25.70
N -9.24 -0.68 -23.39
N -7.61 0.26 -22.10
N -9.15 3.93 -26.27
N -14.07 6.20 -22.48
N -15.20 -10.58 -28.52
C -12.60 7.82 -22.78
C -3.80 -9.86 -25.32
C -13.24 -9.49 -27.99
C -6.36 0.44 -21.40
C -12.65 -1.79 -19.06
C -3.88 -7.63 -24.45
C -12.89 6.49 -23.07
C -13.37 -7.84 -21.10
C -8.65 1.18 -22.22
C -5.49 7.67 -19.08
C -14.16 0.45 -17.33
C -4.38 -6.47 -26.72
C -15.66 -9.92 -20.26
C -15.70 -1.01 -24.51
C -14.49 7.33 -21.75
C -4.99 5.50 -16.04
C -10.49 -1.97 -16.76
C -14.12 9.67 -19.93
C -6.24 -7.46 -25.32
C -10.17 -2.90 -23.96
C -7.96 -0.79 -22.87
C -1.40 0.34 -15.98
C -15.86 -2.34 -25.40
C -9.87 -1.46 -24.43
C 0.24 -2.03 -20.59
C 4.85 -0.41 -23.66
C -13.07 -0.55 -16.89
C -0.41 4.00 -27.99
C -4.66 -5.05 -26.28
C -2.91 0.36 -16.53
C -13.47 9.66 -21.30
C -16.25 -12.71 -27.70
C -13.52 -8.36 -22.52
C -4.60 6.37 -14.73
C -13.97 -7.08 -28.27
C -2.29 6.55 -28.77
C -4.57 -4.02 -27.41
C -2.61 3.37 -26.72
C -2.77 1.01 -25.63
C 3.12 -0.74 -21.79
C 0.99 -0.71 -20.35
C -13.86 -10.73 -28.21
C -15.35 -9.19 -28.56
C -2.13 5.82 -27.44
C -16.16 -11.61 -28.81
C -4.60 -9.01 -26.36
C -13.27 -9.22 -20.40
C -9.62 0.55 -23.00
C -5.57 6.25 -19.74
C -9.03 -1.93 -16.36
C -14.79 4.97 -22.61
C -5.25 -4.66 -20.32
C -14.51 -9.58 -22.43
C -2.11 1.87 -26.72
C -7.35 -5.78 -31.08
C -14.04 -11.65 -21.09
C -12.47 0.77 -18.91
C -5.40 7.47 -17.59
C -8.33 -5.65 -29.90
C -4.55 -5.52 -19.27
C -15.01 -12.48 -22.04
C -3.05 6.40 -17.52
C -2.89 -8.82 -24.65
C 2.53 0.42 -23.55
C -3.27 5.60 -29.55
C -10.69 -0.80 -17.80
C -13.95 1.02 -18.68
C -5.21 5.70 -13.51
C -2.75 4.18 -29.20
C 1.52 0.51 -22.52
C -5.15 5.25 -18.63
C -14.97 -13.96 -21.69
H -3.54 -0.06 -15.74
H -13.78 -7.53 -23.17
H -14.31 -10.30 -23.22
H -2.95 -0.34 -17.37
H -13.96 -14.24 -21.38
H -6.44 7.31 -17.30
H -6.59 -8.38 -24.84
H -17.10 -11.05 -28.82
H -5.26 -3.18 -27.32
H -16.05 -12.15 -22.08
H -13.49 -11.74 -28.16
H -3.39 -6.66 -24.33
H -12.34 -9.75 -20.57
H -7.41 -6.65 -31.73
H -15.91 -8.86 -20.13
H -0.31 2.96 -28.30
H -6.40 8.23 -19.28
H -6.34 -5.86 -30.69
H 0.62 1.10 -22.44
H -5.22 -5.80 -18.45
H -3.22 1.31 -16.97
H -10.23 -3.52 -24.85
H 2.67 0.82 -24.55
H -15.37 -13.35 -27.74
H -10.37 0.12 -17.32
H -13.99 -12.07 -20.08
H -13.36 -9.16 -19.31
H -2.91 6.93 -18.46
H -7.46 -4.92 -31.75
H -12.24 -9.17 -27.73
H -5.14 6.21 -12.56
H -7.35 -1.68 -22.97
H 0.03 4.76 -28.63
H -16.97 -13.50 -27.90
H -4.52 -10.30 -24.63
H -13.13 -6.77 -27.65
H -10.77 -2.96 -17.12
H -4.59 -7.84 -23.64
H -4.05 -8.83 -27.28
H -15.67 4.90 -21.96
H -3.32 -6.63 -26.90
H -2.70 1.27 -24.57
H -4.73 4.73 -13.38
H -6.28 -6.69 -24.55
H -11.79 8.50 -23.02
H -10.18 -1.09 -18.72
H -11.10 -1.90 -15.86
H -3.04 5.89 -26.83
H 0.78 -2.93 -20.88
H -2.25 1.46 -27.72
H -1.05 1.88 -26.50
H 3.78 -1.40 -21.25
H -5.58 -9.38 -26.66
H -4.42 4.57 -16.03
H -2.81 7.03 -16.66
H -13.74 -1.79 -19.12
H -4.28 4.65 -18.90
H -1.96 4.00 -29.93
H -15.38 7.44 -21.15
H -3.69 -5.00 -18.85
H -6.07 5.36 -16.04
H -4.65 8.31 -19.33
H -4.24 -6.54 -19.51
H -11.86 1.49 -18.38
H -15.12 -0.06 -17.28
H -15.18 -14.64 -22.52
H -5.69 -5.00 -25.91
H -2.62 7.52 -28.42
H -14.13 2.08 -18.84
H -9.39 -3.35 -23.34
H -8.51 2.17 -21.81
H -6.61 5.97 -19.91
H -16.92 -2.45 -25.64
H -12.45 -7.28 -20.93
H -9.35 -1.44 -25.39
H -5.03 -6.83 -27.52
H -4.92 8.29 -17.05
H -15.55 -3.28 -24.94
H -14.29 -7.35 -20.81
H -2.67 5.38 -17.51
H -8.62 -0.98 -16.03
H -1.31 6.65 -29.24
H -15.94 -12.07 -29.78
H -3.86 -5.03 -25.54
H -6.27 5.47 -13.67
H -16.31 -8.74 -28.77
H -10.83 -0.98 -24.60
H -6.52 0.35 -20.33
H -14.11 4.15 -22.36
H -3.51 6.35 -14.62
H 0.32 0.13 -20.18
H -15.27 -2.26 -26.32
H -0.47 -1.86 -21.40
H -14.86 -6.51 -28.01
H -12.58 -8.70 -22.94
H 4.77 -0.93 -24.61
H -6.84 -6.96 -26.08
H 5.55 -0.96 -23.03
H -2.01 -8.54 -25.23
H -1.31 6.18 -26.82
H -8.43 -2.25 -17.22
H -11.08 -2.85 -23.37
H -15.45 -10.32 -19.27
H -13.06 -11.62 -21.55
H -12.27 0.60 -19.97
H -4.86 7.42 -14.86
H -14.39 0.46 -19.51
H -15.06 10.21 -20.02
H -16.49 -10.47 -20.71
H -2.51 -9.25 -23.73
H -3.54 -3.66 -27.29
H -3.21 -10.66 -25.76
H -13.44 -1.51 -16.51
H -14.72 -12.35 -23.08
H -2.49 -0.03 -25.74
H -12.37 -2.74 -18.60
H -0.16 4.08 -26.94
H -5.78 1.32 -21.66
H -13.69 -6.72 -29.27
H -4.77 -4.32 -28.44
H -3.70 3.43 -26.74
H -3.16 5.84 -30.61
H -8.76 -2.61 -15.55
H -5.94 4.61 -18.25
H -12.42 9.80 -21.04
H -12.44 5.72 -23.67
H -0.19 -2.33 -19.63
H -5.66 -0.38 -21.55
H -5.04 6.10 -20.69
H -15.16 4.89 -23.63
H -13.72 10.56 -21.86
H -13.64 10.31 -19.19
H -12.27 -1.73 -20.08
H 5.27 0.57 -23.88
H -16.47 -12.42 -26.67
H -14.29 8.71 -19.43
H -10.46 1.07 -23.42
H -15.57 -9.34 -22.50
H -14.29 1.23 -16.58
H 1.60 -0.78 -19.45
H -12.48 -0.09 -16.11
H -15.65 -14.12 -20.86
H -3.86 1.07 -25.71
H -3.44 3.34 -29.17
H -4.31 5.70 -29.24
H -2.30 3.75 -25.75

Values from the calculation:
gap between HOMO and LUMO: 4.24 eV
relative energy (zero: lowest compared OMol25 entry of this formula, charge and spin): 143.74 kcal per mole
multiplicity: 1
electronic energy: -186314.7549 eV
charge: +3
molecular weight: 1682.31 g mol⁻¹
LUMO: -5.0370 eV